Entry 1:
Molecular formula: C29H38F9N2O6Si
Method: DFT, wB97M-V/def2-TZVPD

Kohn-Sham gap = 0.17958 hartree
ΔE to the lowest compared entry with this formula, charge and spin = 0.0 kcal/mol
DFT total energy = -78280.9190 eV

```
! RIJCOSX wB97M-V def2-TZVPD def2/J DEFGRID3
* xyz 1 1
Si 0.02028 1.40074 3.04584
F 2.50639 2.36244 3.76212
F 4.15395 -1.72664 4.38046
F 4.40282 1.94541 3.00033
F 4.26152 -0.90221 7.12540
F 4.99641 0.59048 4.88068
F 2.06429 -1.23351 4.42422
F 2.07347 -0.94402 7.01689
F 3.18985 1.24060 5.79746
F 3.22365 -2.65996 6.48612
O 6.20265 0.31457 -2.61069
O 4.67023 -2.75236 2.04866
O -3.05591 0.14672 -2.58351
O 1.42489 -2.33384 -1.86048
O 6.73612 -1.88838 2.36502
O -1.44244 -0.82901 0.52751
N 0.00880 -0.55450 -1.21848
N -4.25197 0.20389 -2.76955
C 3.62056 -0.15368 1.47130
C 0.17245 1.11514 4.89431
C 5.56784 -1.72056 2.08940
C 5.10241 -0.28426 1.76154
C 3.20218 -0.79976 0.32351
C 3.20636 -1.32069 6.45761
C 4.11521 -1.50389 -0.65502
C 4.11771 -0.80935 -2.03203
C -3.69657 2.51881 -3.60345
C 3.66739 0.55373 4.75566
C 0.96695 -0.17426 0.87387
C -4.60926 1.30162 -3.75562
C 4.94075 0.48579 -1.98330
C 2.72814 0.53119 2.25402
C 3.26800 1.31381 3.42252
C -4.46040 0.77170 -5.19673
C -1.76094 0.98155 2.61998
C 0.20496 3.25240 2.63495
C -4.22457 -2.19599 -2.00619
C -6.04844 1.83044 -3.48697
C -5.07771 -0.60201 -5.45039
C 1.36700 0.50598 1.97054
C -6.35185 -1.22443 -2.69092
C 1.89480 -0.80162 0.03191
C 3.26175 -0.92119 4.93366
C 1.15925 -1.39996 -1.14655
C -4.58300 -1.62343 -4.42976
C -0.33550 -0.49497 0.20312
C -4.83760 -1.18949 -2.97968
H 4.57667 -3.10629 1.15934
H 3.77809 -2.52927 -0.79181
H -1.95266 -0.07921 2.72228
H -2.38643 1.52929 3.31923
H 5.49019 0.31490 2.56658
H -6.03153 2.86468 -3.15280
H 0.02315 0.06404 5.12005
H -6.94676 -0.66354 -3.40793
H -4.06118 3.31324 -4.24922
H 0.88147 3.38750 1.79677
H -6.70483 -2.25152 -2.73646
H -1.97937 1.31121 1.61110
H -6.56231 1.29174 -2.69393
H 5.01839 0.87628 -0.96749
H -0.72011 -1.16760 -1.59387
H 0.63093 3.75899 3.49529
H -4.72298 -3.15440 -2.11954
H 5.64537 -0.04049 0.86028
H -3.39506 0.71656 -5.44406
H -5.07250 -2.58229 -4.59164
H 5.15782 -1.54054 -0.36352
H -6.57112 -0.84676 -1.69162
H -6.67224 1.77913 -4.37757
H -3.69554 2.88828 -2.57704
H -0.76893 3.69333 2.44177
H 6.37444 1.11831 -3.09945
H 4.58104 -1.44927 -2.77275
H -4.80527 -0.93635 -6.45228
H -4.89543 1.50374 -5.87455
H 3.12410 -0.51732 -2.34525
H -6.16765 -0.53824 -5.43625
H -4.35001 -1.87334 -0.97183
H -2.66671 2.31216 -3.89420
H 4.38619 1.24526 -2.53659
H 1.05264 1.51869 5.37112
H -3.16309 -2.36440 -2.18465
H -3.51112 -1.79253 -4.58106
H -0.68054 1.62297 5.34428
*
```

Entry 2:
Molecular formula: C2H9N2S
Method: DFT, wB97M-V/def2-TZVPD

Kohn-Sham gap = 0.38622 hartree
ΔE to the lowest compared entry with this formula, charge and spin = 36.6 kcal/mol
DFT total energy = -16027.8202 eV

```
! RIJCOSX wB97M-V def2-TZVPD def2/J DEFGRID3
* xyz 1 1
S -1.47234 -0.84830 -0.66882
N 1.50406 -1.00229 0.45740
N 0.54194 0.91394 -1.07791
C -2.02250 0.12236 0.83009
C 0.04655 -0.29693 -1.03284
H 0.04823 1.71346 -0.59768
H 1.09040 -0.43340 1.10286
H 1.33756 1.08144 -1.58447
H -2.58940 -0.56096 1.44033
H 1.44401 -2.00040 0.81298
H -1.09987 0.21985 1.36860
H 0.52084 -1.05524 -1.62459
H -2.51343 1.06841 0.81480
H 2.54182 -0.73427 0.45172
*
```

Entry 3:
Molecular formula: C3H5N
Method: DFT, wB97M-V/def2-TZVPD

Kohn-Sham gap = 0.32678 hartree
ΔE to the lowest compared entry with this formula, charge and spin = 73.4 kcal/mol
DFT total energy = -4678.6756 eV

```
! RIJCOSX wB97M-V def2-TZVPD def2/J DEFGRID3
* xyz 0 1
N 1.11426 -0.23559 -0.14686
C -1.27269 0.25303 0.10940
C -0.10226 -0.76232 -0.07038
C 2.15102 0.31730 0.02748
H 2.99918 0.39877 -0.59712
H -1.51841 0.54774 1.09081
H -0.03538 -1.59772 0.49007
H -2.21230 -0.03763 -0.39941
H -1.12342 1.11641 -0.50400
*
```

Entry 4:
Molecular formula: C8H32N16O8
Method: DFT, wB97M-V/def2-TZVPD

SMILES string = NC(N)=O.NC(N)=O.NC(N)=O.NC(N)=O.NC(N)=O.NC(N)=O.NC(N)=O.NC(N)=O
Kohn-Sham gap = 0.34904 hartree
ΔE to the lowest compared entry with this formula, charge and spin = 182.2 kcal/mol
DFT total energy = -49038.6778 eV

```
! RIJCOSX wB97M-V def2-TZVPD def2/J DEFGRID3
* xyz 0 1
O 3.08981 5.30483 -0.04295
O -4.07497 6.13290 -8.13959
O 0.47793 2.24323 -7.13352
O -1.52012 -0.25129 7.79309
O 3.97927 -0.01907 6.03035
O -2.68295 -6.36586 -1.64051
O -1.99530 -0.47638 0.56398
O 2.28707 -5.72357 4.30465
N 4.30762 -0.70343 8.11367
N -2.62482 0.24217 6.00852
N -4.40506 -6.31469 -0.27019
N 1.75674 2.83830 -8.80835
N 4.48253 5.02748 -1.75966
N -2.28979 6.03625 -6.82385
N 0.28818 1.44568 -9.19935
N -3.71815 -0.64280 7.81072
N -3.86713 4.54767 -6.59666
N 4.45866 3.61372 -0.04433
N 0.86693 -4.20500 3.61738
N 0.84715 -5.93889 2.55964
N -0.17781 0.67801 0.36735
N 6.01171 0.04535 6.92246
N -1.88208 1.42962 -0.58977
N -3.93226 -8.05671 -1.23223
C 4.73645 -0.17880 6.94765
C -2.56169 -0.27355 7.23446
C -3.57949 -6.87870 -1.10054
C -1.42861 0.50287 0.08989
C 0.82830 2.15560 -8.28500
C -3.47410 5.66599 -7.20875
C 1.42580 -5.34631 3.52675
C 3.88161 4.61288 -0.62997
H -3.47790 -8.50115 -2.01717
H -3.62922 -1.12337 8.69459
H 1.29318 -3.59630 4.30141
H -2.82655 1.23075 -0.88732
H 0.08749 -5.47866 2.07880
H 4.07318 5.84086 -2.19666
H -1.36407 2.23978 -0.89859
H 6.39454 0.47320 6.09151
H -4.28463 -5.31191 -0.27558
H -4.74071 4.18750 -6.95336
H -4.84820 -8.33208 -0.90769
H -4.59276 -0.61932 7.30614
H -1.83036 6.58784 -7.53432
H -0.58049 0.97367 -8.99266
H 5.17671 3.10641 -0.54148
H 5.14840 4.55170 -2.35155
H -1.72906 5.44218 -6.22991
H 0.05990 -4.04082 3.03270
H 0.31143 1.52336 0.11017
H 4.78967 -0.60748 8.99601
H 2.33798 3.42156 -8.22349
H 6.54075 -0.13595 7.76350
H 0.57132 1.51111 -10.16664
H 2.09396 2.41464 -9.66094
H 4.28120 3.36780 0.91907
H -1.76214 0.43962 5.52180
H -3.44950 -0.00042 5.47828
H 3.29819 -0.73694 8.10848
H 0.19937 -0.15150 0.80296
H 1.25089 -6.84421 2.36602
H -3.16879 3.90481 -6.25146
H -5.13541 -6.88448 0.13233
*
```

Entry 5:
Molecular formula: C18H34BBr7CaClF7MgN2O14S2
Method: DFT, wB97M-V/def2-TZVPD

Kohn-Sham gap = 0.04777 hartree
ΔE to the lowest compared entry with this formula, charge and spin = 134.8 kcal/mol
DFT total energy = -618917.2162 eV

```
! RIJCOSX wB97M-V def2-TZVPD def2/J DEFGRID3
* xyz 0 1
Br 8.17363 -0.55647 8.45730
Br 5.48027 -1.56188 7.01658
Br -7.33661 3.59267 -0.84075
Br -5.64086 -6.05401 1.23135
Br -6.69181 -4.86146 -1.55673
Br -4.38315 -7.09757 -1.53578
Br 5.30836 0.37716 9.57294
Ca -7.51782 5.99867 -1.74987
Cl -5.17680 3.83851 -5.39296
S -1.92110 -0.02047 1.92793
S -2.09104 2.02324 -0.23075
Mg 3.24833 0.02893 1.60144
F -6.30293 3.64610 2.92490
F -4.50844 2.37153 2.12363
F 1.24533 0.17532 1.56464
F -4.24501 4.67269 2.48310
F -3.63487 1.52270 -0.60597
F -1.91340 1.24733 3.05077
F -5.57906 3.90944 0.71157
O -3.36221 -0.34197 1.67159
O -5.20092 -3.61632 -4.72547
O 0.59479 0.15251 -1.32525
O -3.15662 -1.33092 -4.81052
O -6.56632 3.83927 -5.79993
O -5.03256 4.58161 -4.15622
O 2.12775 1.98703 -0.94331
O -1.25201 -1.17864 2.60027
O -2.20740 3.11633 0.79080
O -4.37035 4.45332 -6.42308
O 5.75744 1.13685 4.01197
O -4.73599 2.47882 -5.17268
O 9.23794 2.54156 1.35593
O -1.50036 2.61614 -1.49385
N 7.17796 2.95013 0.51133
N 9.04482 3.43375 -0.71346
C 1.19962 1.21645 -0.60375
C -1.61223 -2.80594 -0.08922
C -0.69353 -0.35747 -0.80160
C -1.93436 -4.04194 -1.08034
C 0.42803 1.16636 0.82945
C -2.49993 -3.53209 -3.67555
C 7.00814 1.17887 4.70474
C -3.14303 0.06221 -4.32671
C 6.90271 2.14096 5.87637
C -1.01927 0.62198 0.43594
C -3.08771 -3.66174 -2.16600
C -5.96605 -6.41336 -0.64665
C -0.36146 -1.90502 -0.54791
C 6.30669 -1.03228 8.69087
C -5.27558 -3.38587 -6.02062
C 8.53416 2.94842 0.44458
C -2.16675 -1.97666 -3.94204
C 8.10586 1.59731 3.73907
B -5.15838 3.64925 2.06331
H 6.58178 3.28005 -0.22610
H -6.21737 -2.93923 -6.39715
H -6.72019 -7.19719 -0.69522
H -3.71849 0.16726 -3.32547
H 8.16180 0.90369 2.89703
H 7.90167 2.58654 3.32033
H -1.52858 -4.15221 -3.70186
H 6.65571 3.15087 5.53223
H 8.48375 3.77268 -1.47385
H 6.10177 1.83357 6.55521
H 5.57092 2.02603 3.68105
H -4.52890 -2.68348 -6.44872
H 0.48311 2.23798 1.25767
H 0.10210 -2.30817 -1.52819
H 7.83943 2.18302 6.43716
H 6.27964 -1.90058 9.34728
H -2.55836 -2.17275 0.04420
H -1.33760 -3.23673 0.94828
H -2.04316 0.35995 -4.13864
H 10.04790 3.44904 -0.80150
H -1.09565 -1.80245 -4.30308
H -1.41372 -0.05465 -1.63394
H -3.82268 -4.54936 -2.20396
H -1.02100 -4.45538 -1.62586
H -5.16206 -4.25387 -6.69465
H 7.20959 0.17001 5.07507
H 9.07872 1.62338 4.23526
H -2.39567 -4.89198 -0.44605
H -3.66905 -2.72085 -1.85223
H -2.28150 -1.45196 -2.92153
H -3.25252 -3.91743 -4.46398
H 0.48004 -1.99085 0.24112
H 6.76020 2.59669 1.35630
H -3.60757 0.79702 -5.06162
*
```